# C19H19BCl4N2O3

2 unconnected molecules or ions with the total composition C19H19BCl4N2O3 (ωB97M-V/def2-TZVPD, the OMol25 dataset).

XYZ file:
```
48
Properties=species:S:1:pos:R:3:forces:R:3:lowdin_charge:R:1
Cl 2.390 5.003 -0.939 -0.544 -0.028 -0.061 0.479
B 1.420 3.419 -0.933 2.292 -0.066 0.345 -1.956
Cl 1.854 2.438 -2.433 -0.197 -0.229 -0.300 0.514
Cl 1.834 2.459 0.586 -0.263 -0.081 -0.027 0.540
O -0.014 3.708 -0.941 -4.287 -2.813 -0.033 -0.055
C -0.874 2.677 -0.930 3.404 2.799 -0.010 0.019
C -2.256 2.885 -0.939 -1.515 0.765 -0.013 -0.159
C -3.198 1.828 -0.938 0.853 0.438 0.007 0.024
C -4.543 2.095 -0.947 -0.457 -0.085 -0.005 -0.082
C -5.001 3.410 -0.957 0.202 -0.035 0.003 -0.627
Cl -6.699 3.738 -0.966 0.381 -0.103 0.001 0.725
C -4.092 4.463 -0.958 -0.330 0.264 0.000 -0.073
C -2.746 4.209 -0.951 0.284 -0.396 0.009 0.038
H -0.452 1.683 -0.910 0.243 -0.253 0.019 0.127
H -2.849 0.812 -0.929 0.081 -0.327 0.015 0.127
H -5.263 1.295 -0.947 -0.077 -0.170 0.004 0.112
H -4.458 5.475 -0.964 -0.047 0.164 -0.005 0.114
H -2.032 5.014 -0.952 0.077 0.204 -0.002 0.136
C 4.777 -0.925 0.388 0.204 0.034 -0.125 -0.088
O 3.446 -1.193 0.742 -1.265 -1.121 -1.249 -0.109
C 2.684 -1.870 -0.217 0.512 0.573 0.879 -0.169
C 1.350 -2.148 0.113 -0.472 0.777 1.207 -0.040
N 0.832 -1.656 1.366 -1.558 -1.332 0.760 -0.004
C 1.189 -0.558 2.038 2.454 2.646 -0.602 -0.079
N 0.507 -0.485 3.176 -1.039 -1.536 -0.289 -0.155
C 0.647 0.538 4.205 0.033 -0.197 -0.422 -0.037
C -0.373 -1.586 3.237 0.117 -0.031 -0.318 -0.062
C -0.168 -2.310 2.118 -0.340 -0.128 0.374 -0.055
C 0.515 -2.865 -0.757 -0.060 0.143 0.328 -0.176
O -0.798 -3.110 -0.336 1.265 0.400 -0.436 -0.128
C -1.611 -3.765 -1.276 -0.140 -0.101 -0.182 -0.090
C 1.043 -3.284 -1.977 -0.767 -0.203 0.150 -0.041
C 2.344 -2.990 -2.317 0.019 0.065 0.119 -0.078
C 3.160 -2.293 -1.455 0.423 0.292 0.396 -0.025
H 5.239 -0.371 1.207 -0.238 -0.072 -0.042 0.098
H 5.315 -1.863 0.244 0.248 0.007 -0.132 0.092
H 4.805 -0.314 -0.515 0.204 0.029 -0.060 0.096
H 1.444 1.225 3.930 -0.024 -0.136 -0.190 0.082
H -0.281 1.094 4.299 -0.135 0.086 0.088 0.081
H 0.895 0.074 5.154 -0.017 -0.059 0.122 0.083
H -1.111 -1.763 3.998 0.085 0.062 0.224 0.104
H -0.710 -3.176 1.783 0.243 0.016 0.137 0.107
H -2.606 -3.887 -0.846 0.176 0.096 0.117 0.095
H -1.686 -3.156 -2.178 -0.082 -0.174 -0.194 0.095
H -1.200 -4.751 -1.501 -0.116 -0.037 -0.186 0.096
H 0.427 -3.833 -2.665 -0.072 -0.105 -0.157 0.096
H 2.731 -3.313 -3.268 0.054 -0.058 -0.183 0.108
H 4.173 -2.076 -1.738 0.186 0.018 -0.079 0.101
```
Positions in Å, forces in eV/Å.

Its charge is 0. As for the orbital gap: 4.9 eV. For the total energy, the calculation gives -79900.564 eV.